{
  "formula": "C45H56BN7O6S4V",
  "method": "the ωB97M-V functional and the def2-TZVPD basis",
  "symbols": ["V", "S", "S", "S", "S", "O", "O", "O", "O", "O", "O", "N", "N", "N", "N", "N", "N", "N", "C", "C", "C", "C", "C", "C", "C", "C", "C", "C", "C", "C", "C", "C", "C", "C", "C", "C", "C", "C", "C", "C", "C", "C", "C", "C", "C", "C", "C", "C", "C", "C", "C", "C", "C", "C", "C", "C", "C", "C", "C", "C", "C", "C", "C", "B", "H", "H", "H", "H", "H", "H", "H", "H", "H", "H", "H", "H", "H", "H", "H", "H", "H", "H", "H", "H", "H", "H", "H", "H", "H", "H", "H", "H", "H", "H", "H", "H", "H", "H", "H", "H", "H", "H", "H", "H", "H", "H", "H", "H", "H", "H", "H", "H", "H", "H", "H", "H", "H", "H", "H", "H"],
  "coordinates": [[0.833, 0.741, -0.249], [-3.629, 1.803, -0.138], [-0.807, -5.096, 0.985], [-3.275, -4.070, 2.796], [-0.699, -1.230, -2.994], [0.200, 2.284, 2.580], [-4.316, -3.333, 3.472], [0.881, -1.526, -3.764], [-1.540, -0.894, -4.151], [-2.440, -4.943, 3.601], [1.459, 3.575, 1.123], [-5.965, -7.665, -1.168], [-0.278, 0.025, -2.137], [-0.823, -2.610, 0.336], [-3.562, -0.873, -0.004], [0.157, 2.147, -1.629], [-2.468, -3.051, 1.908], [-3.220, 0.170, 1.961], [-5.252, -0.740, -1.856], [0.838, -2.503, -4.710], [-0.394, 1.794, -3.929], [0.798, -4.528, -6.650], [-0.201, 1.320, -2.626], [1.055, 4.319, 2.172], [-0.270, 4.065, 4.188], [0.777, -5.618, -7.690], [-1.679, 7.178, 5.249], [0.589, -2.192, -6.041], [-0.698, 6.088, 5.703], [-1.470, 5.091, 6.569], [0.697, 6.188, 3.600], [2.955, 0.464, 0.183], [2.002, -1.319, 1.254], [-5.487, -5.446, -0.299], [1.050, -3.832, -4.346], [-1.429, -3.465, 1.130], [-0.071, 5.424, 4.475], [-4.874, -4.627, 0.630], [-2.862, 1.291, 2.815], [0.395, 6.723, 6.572], [1.885, -0.252, 2.112], [-4.554, -7.369, 0.792], [0.577, -3.200, -6.995], [-6.337, -1.589, -1.195], [1.032, -4.826, -5.310], [-3.939, -6.540, 1.720], [-3.816, -1.022, -1.423], [-3.455, 0.308, 0.637], [-0.257, 3.150, -4.150], [1.271, 5.652, 2.441], [0.129, -3.230, -0.415], [-4.320, 0.651, 5.557], [2.681, -0.912, 0.069], [-4.970, 1.081, 4.247], [-4.086, 1.992, 3.399], [-5.324, -6.830, -0.231], [-4.095, -5.168, 1.647], [0.288, -4.564, -0.252], [0.296, 3.542, 3.045], [0.076, 4.007, -3.104], [0.286, 3.453, -1.855], [2.379, 0.934, 1.441], [-6.640, -1.212, 0.256], [0.902, 2.203, 1.309], [0.935, 7.500, 6.029], [-0.823, 4.290, 6.933], [-3.172, -1.666, 0.495], [-3.551, -2.056, -1.664], [1.617, -2.311, 1.437], [0.179, 5.074, -3.246], [-7.261, -1.482, -1.774], [-5.224, 0.193, 3.660], [-1.890, 5.607, 7.436], [-6.140, -7.201, -2.046], [-6.063, -2.648, -1.271], [-5.471, -8.531, -1.326], [0.590, -5.206, -8.682], [2.961, -1.551, -0.756], [3.607, 1.042, -0.457], [-2.454, 6.752, 4.610], [-0.664, 1.105, -4.713], [0.852, 7.240, 3.809], [-4.658, 2.416, 2.573], [0.397, -1.161, -6.303], [-5.917, 1.589, 4.459], [-0.004, -6.354, -7.484], [-0.042, 7.176, 7.468], [0.991, -5.224, -0.731], [-5.269, -0.896, -2.941], [-3.314, -6.950, 2.503], [1.217, -4.059, -3.301], [-4.989, -3.552, 0.563], [-6.085, -5.012, -1.092], [-2.247, 1.991, 2.255], [-7.596, -1.630, 0.583], [0.577, 4.040, -0.993], [-4.420, -8.444, 0.853], [0.380, -2.946, -8.032], [-2.906, -0.753, 2.249], [0.723, -2.633, -1.095], [-0.412, 3.543, -5.149], [-1.169, 7.955, 4.679], [-3.732, 2.835, 4.007], [-6.691, -0.125, 0.363], [-2.295, 4.634, 6.020], [-4.998, 0.047, 6.162], [-3.428, 0.049, 5.383], [-2.234, 0.887, 3.611], [1.122, 5.970, 6.886], [1.378, -0.252, 3.065], [-5.471, 0.317, -1.690], [-0.860, 3.416, 4.821], [1.196, -5.857, -5.011], [2.925, 1.716, 1.959], [1.727, -6.157, -7.728], [1.858, 6.267, 1.769], [-3.150, -0.367, -1.991], [-2.161, 7.648, 6.113], [-5.878, -1.548, 0.955], [-4.022, 1.521, 6.150]],
  "spin_multiplicity": 4,
  "charge": -2,
  "s2": 3.80,
  "de_lowest_kcal_mol": 45.1
}